(1)
C5H12N | ωB97M-V/def2-TZVPD

Structure (XYZ):
```
18
Properties=species:S:1:pos:R:3:lowdin_charge:R:1
C -1.62345 0.41883 -1.33001 -0.021
C -0.53577 0.60076 -0.28859 -0.301
C 0.91673 0.48623 -0.69308 -0.133
C 1.65999 -0.03730 0.53383 -0.145
C 0.67459 -1.03758 1.13434 -0.092
N -0.67253 -0.40159 0.88325 0.099
H -1.62755 1.32690 -1.93290 0.106
H -2.57755 0.37685 -0.80607 0.088
H -1.50769 -0.53238 -1.83891 0.095
H -0.71595 1.55232 0.20545 0.151
H 1.03281 -0.22031 -1.51957 0.131
H 1.32006 1.44178 -1.04338 0.139
H 1.93280 0.71668 1.26709 0.124
H 2.56266 -0.54688 0.21311 0.127
H 0.80633 -1.21710 2.19646 0.135
H 0.70783 -1.96589 0.56651 0.139
H -1.41941 -1.07897 0.73275 0.178
H -0.93393 0.11766 1.71973 0.180
```

Calculated values
- Charge: +1
- HOMO-LUMO gap: 13.072 eV
- E_HOMO: -16.40 eV
- SMILES: C[C@@H]1CCC[NH2+]1
- Energy relative to the best compared isomer or geometry (same formula, charge and spin): 6.52 kJ/mol


(2)
C8H12Ag2FO4 | ωB97M-V/def2-TZVPD

Structure (XYZ):
```
27
Properties=species:S:1:pos:R:3:lowdin_charge:R:1
Ag 0.42216 1.08747 -3.77931 0.872
Ag -2.74407 2.16568 -1.54635 0.978
F -1.18039 0.73983 -2.24236 -0.657
O 0.53282 -3.87576 1.13645 0.455
C 0.42629 -3.43216 -0.02171 -0.328
O 1.42904 -2.86875 -0.58615 0.154
C 1.10873 -2.40816 -1.91757 -0.076
C -0.25711 -3.03253 -2.24954 -0.083
C -0.79986 -3.56659 -0.89745 0.018
H 1.83388 -2.68456 -2.67668 0.150
H 1.03684 -1.30456 -1.92576 0.110
H -0.09180 -3.92081 -2.85812 0.139
H -0.95589 -2.37209 -2.75147 0.125
H -1.07200 -4.62203 -0.89153 0.163
H -1.58260 -2.92980 -0.48284 0.153
O -2.11187 2.48578 0.66836 0.231
C -1.05228 2.72910 1.31865 -0.371
O -1.16570 3.33811 2.42133 0.178
C 0.15341 3.42181 3.08799 -0.016
C 1.04555 2.40762 2.38316 -0.066
C 0.34030 2.28961 1.01488 -0.029
H 0.02833 3.40428 4.16459 0.160
H 0.50904 4.42390 2.83410 0.156
H 1.03178 1.45236 2.90518 0.139
H 2.07174 2.72528 2.21564 0.149
H 0.41738 1.35211 0.46185 0.133
H 0.62630 2.99484 0.21463 0.164
```

Calculated values
- Charge: +3
- ⟨S²⟩: 2.013
- HOMO-LUMO gap (alpha / beta): 10.501 / 6.227 eV
- 2S+1: 3
- E_HOMO (alpha / beta): -21.54 / -21.40 eV
- Energy relative to the best compared isomer or geometry (same formula, charge and spin): 0.00 kJ/mol


(3)
C17H19Cl2N3OS | ωB97M-V/def2-TZVPD

Structure (XYZ):
```
43
Properties=species:S:1:pos:R:3:lowdin_charge:R:1
S -1.16135 2.83348 0.75947 0.630
C -0.07398 2.31426 -0.45945 -0.689
N 1.40821 2.69050 -0.23987 -0.040
C 1.90395 2.92903 1.03933 -0.296
C 2.32712 1.65316 1.44458 -0.262
C 3.45935 0.91607 1.30733 0.079
C 3.29334 -0.35734 2.29114 -0.030
C 2.14612 -0.34160 2.60290 -0.048
O 1.29262 1.11709 2.46395 -0.077
N -0.42732 1.73119 -1.54376 -0.105
C -1.71777 1.19532 -1.76995 -0.141
C -1.54672 -0.16650 -2.14058 -0.197
N -0.33196 -0.58102 -1.73919 -0.104
C 0.10024 -0.90756 -0.25624 -0.066
C -0.96683 -1.69187 0.41182 -0.192
C -1.98337 -1.13245 1.30651 -0.019
C -2.84029 -1.80616 2.14604 -0.076
C -2.88667 -3.17791 1.69842 -0.428
Cl -4.40526 -4.11835 2.29914 0.505
C -2.20386 -3.86233 0.55257 -0.071
C -1.22337 -3.03578 0.24823 -0.456
Cl -0.06260 -3.85914 -1.03211 0.543
C 0.84544 0.08982 -2.26207 -0.175
C 0.50742 1.41919 -2.54927 -0.162
H 2.08051 2.29290 -1.06385 0.178
H 1.09599 3.64756 1.75747 0.173
H 2.79473 3.71689 0.84144 0.162
H 4.14242 1.19336 0.80299 -0.012
H 3.99129 -1.01623 2.29321 0.054
H 1.48593 -0.86451 3.31912 0.131
H -2.17701 1.28925 -0.99912 -0.025
H -2.36682 1.76815 -2.52163 0.182
H -1.52733 -0.48010 -3.00633 0.061
H -2.33552 -0.69978 -1.58452 0.166
H 0.91237 -1.25001 0.00709 0.025
H 0.10932 0.11141 0.22738 0.116
H -1.82561 -0.18221 1.66942 0.071
H -3.66530 -1.30014 2.64802 0.118
H -2.35701 -4.71107 0.53374 -0.028
H 0.97939 -0.68487 -3.30826 0.198
H 1.69545 -0.15320 -1.97262 0.032
H 1.32357 2.16031 -2.67287 0.144
H 0.19116 1.31122 -3.54962 0.129
```

Calculated values
- Charge: 0
- HOMO-LUMO gap: 8.252 eV
- E_HOMO: -8.10 eV
- SMILES: S=C(NCc1ccco1)N1CCN(Cc2ccc(Cl)cc2Cl)CC1
- Energy relative to the best compared isomer or geometry (same formula, charge and spin): 1636.67 kJ/mol


(4)
C40H57F10N2O21S | ωB97M-V/def2-TZVPD

Structure (XYZ):
```
131
Properties=species:S:1:pos:R:3:lowdin_charge:R:1
C -1.53193 -1.32111 1.07677 -0.055
C -2.28504 -1.47487 -0.24105 -0.181
N -1.49395 -1.97892 -1.39295 0.033
N -0.68887 -1.00159 -1.98711 0.060
C 0.59552 -0.87272 -1.60893 -0.070
C 1.21171 -1.76898 -0.55891 -0.068
C 1.84613 -1.01994 0.63350 -0.151
C 2.09217 -2.01908 1.79016 -0.055
C 3.52444 -2.48197 1.88694 -0.441
O 3.98133 -2.85929 2.95451 0.110
O 4.26222 -2.50055 0.74435 -0.020
C 5.57981 -1.96147 0.88848 -0.223
C 6.63333 -3.00045 1.25658 -0.064
C 1.36317 0.06341 -2.19676 -0.203
O 2.68937 0.17110 -1.86711 0.066
C 0.82755 0.91881 -3.14630 -0.070
C 1.71699 1.97194 -3.72522 -0.100
C 1.30725 3.38171 -3.22978 -0.149
C 1.57365 3.57501 -1.73019 -0.151
C 3.04921 3.86171 -1.40974 -0.074
C 3.39199 5.34980 -1.43524 -0.449
F 2.30649 6.13842 -1.35089 0.104
F 3.91538 5.58443 -2.67544 0.114
C 4.53248 5.74113 -0.44684 -0.458
F 5.16300 6.80823 -0.92512 0.150
F 5.40742 4.73934 -0.41853 0.144
S 3.97251 6.14706 1.30728 0.757
F 3.25300 7.43786 0.78060 -0.116
F 2.66190 5.26677 1.14403 -0.128
F 4.71286 4.87282 1.89461 -0.130
F 5.30096 6.96617 1.53644 -0.109
F 3.50891 6.52014 2.75671 -0.096
C -0.49655 0.75485 -3.50841 -0.113
C -1.08395 1.67900 -4.54555 0.014
C -1.24099 -0.22473 -2.93525 -0.057
C -2.68503 -0.37270 -3.37290 -0.282
C -3.58586 0.58111 -2.51688 -0.003
F -3.14849 -1.66244 -3.37257 0.019
H -2.20618 -0.84214 1.78415 0.080
H -1.21223 -2.24856 1.52346 0.055
H -0.72559 -0.61053 0.91590 0.062
H -2.65356 -0.49046 -0.51560 0.091
H -3.15853 -2.10962 -0.14295 0.115
H -0.99494 -2.84423 -1.22025 0.101
H 2.02755 -2.30069 -1.05172 0.146
H 0.50339 -2.47128 -0.14483 0.082
H 1.25355 -0.17578 0.97699 0.110
H 2.82489 -0.63185 0.37940 0.097
H 1.88512 -1.51483 2.72897 0.121
H 1.44276 -2.88897 1.72839 0.110
H 5.87609 -1.52310 -0.05947 0.117
H 5.62476 -1.16693 1.63323 0.127
H 6.70591 -3.12620 2.33063 0.072
H 7.60220 -2.65506 0.89643 0.078
H 6.43388 -3.95565 0.77967 0.082
H 2.79181 0.91957 -1.26771 0.107
H 2.75499 1.83420 -3.44848 0.112
H 1.63953 1.96308 -4.81000 0.127
H 1.82457 4.12907 -3.82795 0.127
H 0.24161 3.52080 -3.38017 0.099
H 1.32124 2.63340 -1.23371 0.107
H 0.88213 4.30964 -1.32937 0.110
H 3.31232 3.39819 -0.46095 0.120
H 3.65478 3.37628 -2.16924 0.130
H -1.67948 1.16000 -5.28233 0.072
H -0.32254 2.23190 -5.07893 0.080
H -1.68856 2.41775 -4.02002 0.111
H -2.78112 -0.03599 -4.40719 0.097
H -2.98406 1.29695 -1.96100 0.086
H -4.20540 1.19130 -3.17834 0.063
H -4.27896 0.03388 -1.88540 0.089
C -5.26954 0.63495 -8.39585 -0.097
C -3.86616 0.07262 -8.39146 -0.099
O -3.36051 0.53424 -7.12867 0.056
C -4.41850 0.76397 -6.31960 -0.538
O -4.32656 0.99312 -5.14994 0.117
O -5.57544 0.69894 -6.99532 0.090
H -5.98120 0.00124 -8.91716 0.138
H -5.31838 1.64211 -8.81136 0.138
H -3.84983 -1.01788 -8.39841 0.137
H -3.25541 0.44197 -9.21052 0.136
C -2.95486 -1.56817 6.37917 -0.091
C -3.71410 -1.82200 5.09685 -0.100
O -2.67763 -1.73004 4.10537 0.055
C -1.50502 -1.99574 4.71249 -0.555
O -0.47116 -2.16793 4.13384 0.117
O -1.64098 -2.04574 6.04867 0.079
H -3.36021 -2.10936 7.22913 0.138
H -2.89016 -0.50869 6.63222 0.136
H -4.15201 -2.81583 5.05463 0.105
H -4.49129 -1.08539 4.91024 0.139
C -0.04078 8.26255 0.66992 -0.113
C -0.41385 7.41311 -0.52480 -0.130
O -1.46391 8.16994 -1.12674 0.059
C -1.31500 9.46962 -0.74859 -0.561
O -1.92115 10.37609 -1.20757 0.180
O -0.37461 9.57813 0.22578 0.069
H 1.01219 8.19802 0.92560 0.111
H -0.63642 8.02612 1.55411 0.137
H 0.40049 7.31476 -1.23946 0.112
H -0.76610 6.42111 -0.24634 0.129
C 1.79424 -1.72100 5.95593 -0.131
C 3.18811 -2.30741 5.98208 -0.122
O 3.68381 -1.87032 7.25267 0.061
C 2.61820 -1.62453 8.05685 -0.570
O 2.68825 -1.40692 9.22072 0.166
O 1.46123 -1.66069 7.34746 0.059
H 1.08318 -2.33327 5.41137 0.094
H 1.77620 -0.70718 5.54577 0.136
H 3.18240 -3.39906 5.96255 0.135
H 3.81965 -1.94564 5.17575 0.108
C -4.51619 -5.05873 0.42398 -0.114
C -5.23499 -6.29750 0.90350 -0.103
O -5.12424 -6.17353 2.32821 0.070
C -4.95008 -4.86350 2.62322 -0.555
O -4.98758 -4.40654 3.72026 0.159
O -4.71995 -4.14049 1.50305 0.064
H -4.92720 -4.66147 -0.50119 0.140
H -3.45002 -5.21959 0.29596 0.097
H -6.29108 -6.30666 0.62943 0.136
H -4.77266 -7.21843 0.55780 0.134
C 0.31608 -6.26286 2.05004 -0.083
C -0.02070 -7.07214 0.81821 -0.088
O -1.03235 -6.26303 0.19205 0.078
C -0.86830 -4.99930 0.61473 -0.538
O -1.44346 -4.05103 0.15710 0.105
O 0.01988 -4.92382 1.61816 0.066
H 1.35673 -6.35128 2.34911 0.141
H -0.32053 -6.50397 2.90175 0.141
H 0.82251 -7.16870 0.13342 0.138
H -0.40512 -8.06139 1.04894 0.139
```

Calculated values
- Charge: +1
- HOMO-LUMO gap: 8.935 eV
- E_HOMO: -11.83 eV


Energy (computed, hartree): -252.228642, -1005.506814, -2216.653421, -4644.553642